The following is a DFT calculation (the ωB97M-V functional and the def2-TZVPD basis) of a structure of composition C29H55BBrClN2O30P2S8 in a non-equilibrium geometry.

Properties
Total charge = 0
LUMO energy = -1.750 eV
HOMO-LUMO gap = 0.24528 Ha

Each line ends with the Löwdin charge.
Cartesian coordinates (Å):
C: 0.97692 -4.36758 0.19855  -0.15
C: -0.49005 -3.74471 0.60966  -0.21
C: -1.09497 -2.64417 -0.43737  -0.10
N: -1.56749 -1.33521 0.23243  0.02
C: -2.81058 -1.30568 0.88326  -0.02
C: -3.82426 -2.61097 0.99433  -0.07
C: -4.92240 -2.72486 -0.21455  -0.18
N: -4.74315 -2.38657 -1.53210  0.08
C: -3.01334 0.22701 1.53070  -0.38
C: -3.77352 0.38486 2.96844  -0.20
C: -5.28616 -0.21244 3.07841  -0.27
C: -6.39382 0.86606 3.72018  -0.53
Cl: -6.71452 0.47259 5.53363  0.46
P: -4.26574 0.95087 0.29316  0.48
S: -5.19612 2.58281 0.93427  0.17
C: -1.41137 0.72637 1.47523  -0.28
C: -0.63246 0.57130 2.94982  -0.08
B: -0.36736 -0.95219 3.46041  -0.46
O: -1.37170 -1.95280 3.88862  0.02
O: 1.05818 -1.43918 3.46034  0.03
P: -1.17690 2.65748 1.30493  0.45
O: -1.61875 3.49551 2.80904  -0.30
O: -2.11653 3.39819 0.05885  -0.34
S: 0.68031 3.17980 0.95966  0.32
C: -0.69685 -0.05781 0.17371  -0.18
C: 0.91103 -0.34239 0.21829  -0.16
C: 1.69488 -0.49125 -1.19519  -0.60
C: 2.51417 0.88854 -1.67235  -0.17
Br: 3.20989 -1.81712 -0.83433  0.63
C: -1.10589 0.52580 -1.33952  -0.36
O: -0.58909 1.65532 -1.86844  -0.12
O: -2.04539 -0.19763 -2.26022  -0.25
H: 1.77716 -3.75956 0.84307  0.05
H: 1.25205 -4.22711 -0.94860  0.08
H: 1.11357 -5.49922 0.55532  0.08
H: -0.41244 -3.39779 1.72309  0.09
H: -1.24135 -4.67284 0.61226  0.12
H: -1.98797 -3.18255 -1.01927  0.13
H: -0.26917 -2.46002 -1.25730  0.13
H: -3.24137 -3.65299 1.00552  0.13
H: -4.44727 -2.62853 2.01274  0.13
H: -6.01718 -3.09515 0.08496  0.13
H: -3.75619 -2.06282 -1.62646  0.01
H: -3.84664 1.54539 3.24302  0.11
H: -3.17525 -0.07361 3.89513  0.13
H: -5.26363 -1.09350 3.88620  0.10
H: -5.72351 -0.70464 2.11239  0.08
H: -5.97933 1.98466 3.68149  0.06
H: -7.44017 0.79242 3.15901  0.10
H: -3.74431 1.31421 -0.99572  0.01
H: -5.36405 0.01047 0.02815  0.00
H: -1.23061 1.12642 3.82164  0.14
H: 0.43161 1.11366 2.94229  0.12
H: -1.07997 -2.28561 4.80977  0.14
H: 1.12043 -2.29812 3.99549  0.08
H: -1.81218 4.45484 2.59287  0.08
H: -1.52998 4.09062 -0.39171  0.09
H: 1.05127 -1.37674 0.79968  0.09
H: 1.53121 0.43611 0.87772  0.13
H: 1.10193 -0.97985 -2.07695  0.10
H: 2.41864 0.94001 -2.85797  0.10
H: 3.64237 0.85097 -1.35433  0.07
H: 2.05636 1.86229 -1.21264  0.03
C: 2.47533 4.34065 -3.24307  -0.16
C: 2.80425 5.28924 -4.39273  -0.14
O: 4.19231 5.58180 -4.24966  -0.34
S: 4.94538 4.28109 -3.61605  0.70
O: 5.53671 3.52931 -4.70062  -0.24
O: 5.69127 4.70586 -2.45432  -0.23
O: 3.61190 3.48795 -3.11539  -0.22
H: 2.35302 4.88823 -2.30299  0.13
H: 1.57607 3.75059 -3.43914  0.14
H: 2.21135 6.20634 -4.35865  0.14
H: 2.66057 4.79908 -5.36146  0.14
C: -4.14979 -3.62073 -4.64103  -0.18
C: -3.18870 -3.35801 -5.79732  -0.17
O: -1.92855 -3.85821 -5.35618  -0.19
S: -2.18014 -5.13474 -4.37251  0.67
O: -2.03233 -6.34252 -5.15389  -0.23
O: -1.47000 -4.90552 -3.13576  -0.25
O: -3.77059 -4.88978 -4.11102  -0.20
H: -4.03004 -2.87218 -3.85117  0.10
H: -5.19298 -3.64020 -4.96760  0.14
H: -3.11659 -2.29655 -6.04604  0.14
H: -3.48210 -3.92145 -6.68940  0.13
C: 5.36826 10.39871 -5.11675  -0.18
C: 6.47891 10.17735 -4.09343  -0.18
O: 6.32108 8.82920 -3.65712  -0.19
S: 5.73731 7.93759 -4.89190  0.74
O: 6.84918 7.26985 -5.53143  -0.22
O: 4.55796 7.24029 -4.43440  -0.24
O: 5.27147 9.17569 -5.84479  -0.19
H: 4.40767 10.57823 -4.62321  0.13
H: 5.58958 11.22862 -5.79316  0.14
H: 6.41022 10.86665 -3.24850  0.14
H: 7.46652 10.26855 -4.55781  0.13
C: 7.49369 1.28049 -6.53085  -0.17
C: 9.00816 1.31385 -6.34382  -0.17
O: 9.32407 0.11355 -5.64220  -0.20
S: 8.27236 -1.05171 -6.08548  0.68
O: 8.89757 -1.85765 -7.11051  -0.24
O: 7.68355 -1.61377 -4.89225  -0.24
O: 7.17284 -0.08320 -6.80029  -0.19
H: 6.97654 1.57704 -5.61261  0.12
H: 7.16534 1.91946 -7.35497  0.14
H: 9.33896 2.18891 -5.77936  0.14
H: 9.52510 1.28688 -7.30890  0.13
C: 1.90449 -7.51962 3.98242  -0.17
C: 3.29312 -6.88827 4.03568  -0.17
O: 3.06872 -5.48394 3.93427  -0.18
S: 1.64284 -5.12296 4.63923  0.69
O: 1.90791 -4.66602 5.98536  -0.22
O: 0.84377 -4.37459 3.69698  -0.25
O: 1.05829 -6.64250 4.72392  -0.19
H: 1.53114 -7.56457 2.95425  0.13
H: 1.88986 -8.52223 4.41811  0.14
H: 3.93962 -7.23494 3.22597  0.14
H: 3.77840 -7.08408 4.99770  0.14
C: -6.27180 -0.19352 9.45591  -0.18
C: -7.33411 -0.88943 8.60920  -0.21
O: -7.63315 -2.09761 9.30466  -0.20
S: -7.46297 -1.84281 10.90670  0.68
O: -8.77005 -1.56890 11.46137  -0.24
O: -6.57812 -2.85302 11.43859  -0.24
O: -6.64600 -0.43521 10.81118  -0.19
H: -5.28417 -0.63622 9.29113  0.13
H: -6.22548 0.88087 9.25893  0.14
H: -6.98485 -1.10383 7.59637  0.07
H: -8.25113 -0.29286 8.55902  0.13